[1]
{"formula": "C39H96N8O3", "method": "ωB97M-V with the def2-TZVPD basis set", "elements": ["C", "C", "N", "C", "C", "C", "C", "H", "H", "H", "H", "H", "H", "H", "H", "H", "H", "H", "H", "H", "H", "H", "C", "C", "N", "C", "C", "C", "C", "H", "H", "H", "H", "H", "H", "H", "H", "H", "H", "H", "H", "H", "H", "H", "C", "C", "N", "C", "C", "C", "C", "H", "H", "H", "H", "H", "H", "H", "H", "H", "H", "H", "H", "H", "H", "H", "C", "C", "N", "C", "C", "C", "C", "H", "H", "H", "H", "H", "H", "H", "H", "H", "H", "H", "H", "H", "H", "H", "C", "C", "N", "C", "C", "C", "C", "H", "H", "H", "H", "H", "H", "H", "H", "H", "H", "H", "H", "H", "H", "H", "C", "N", "C", "C", "O", "H", "H", "H", "H", "H", "H", "H", "C", "N", "C", "C", "O", "H", "H", "H", "H", "H", "H", "H", "C", "N", "C", "C", "O", "H", "H", "H", "H", "H", "H", "H"], "coordinates": [[1.5342, -4.7512, 0.6843], [2.5036, -5.4645, -0.3266], [3.7237, -5.9667, 0.1870], [4.4928, -5.1481, 1.1387], [4.9428, -3.8018, 0.6551], [4.6837, -6.3734, -0.8992], [4.0951, -7.3650, -1.9591], [1.1969, -5.4100, 1.4845], [0.6166, -4.3594, 0.2455], [1.9350, -3.8565, 1.1608], [1.9297, -6.2858, -0.7556], [2.7736, -4.8397, -1.1780], [3.8972, -4.8456, 2.0001], [5.4022, -5.6635, 1.4474], [5.7647, -4.0049, -0.0315], [4.0781, -3.3384, 0.1802], [5.2522, -3.2487, 1.5419], [5.6356, -6.7859, -0.5646], [5.1524, -5.5263, -1.4000], [4.7746, -7.4475, -2.8074], [3.1739, -6.9483, -2.3665], [3.8314, -8.3773, -1.6527], [0.3280, -6.6746, -3.8516], [1.0904, -5.3722, -4.1139], [0.2543, -4.2723, -4.7032], [0.9286, -3.0068, -4.6449], [1.4176, -2.5005, -3.2270], [-0.2059, -4.6154, -6.0795], [-1.4596, -4.0047, -6.3843], [-0.0189, -7.1528, -4.7676], [-0.4928, -6.4590, -3.1676], [1.0628, -7.3823, -3.4677], [1.5702, -5.0829, -3.1789], [1.8588, -5.5714, -4.8609], [1.8643, -2.9463, -5.2007], [0.2989, -2.1829, -4.9807], [0.6477, -2.4027, -2.4616], [2.2395, -3.1173, -2.8638], [1.9408, -1.5451, -3.2669], [-0.1567, -5.6974, -6.2016], [0.5862, -4.2108, -6.7096], [-2.2913, -4.5908, -5.9933], [-1.5221, -3.9350, -7.4703], [-1.5021, -2.9349, -6.1800], [-3.2417, 0.2041, -4.9044], [-3.0092, 1.4377, -5.8339], [-2.0434, 2.4037, -5.1293], [-1.7675, 3.6040, -5.9478], [-1.5240, 3.2759, -7.4210], [-2.4349, 2.6882, -3.7127], [-1.1438, 3.1822, -2.9407], [-3.9990, 0.4732, -4.1680], [-2.4134, -0.2971, -4.4036], [-3.7643, -0.6425, -5.3495], [-2.4330, 1.0921, -6.6921], [-3.9028, 2.0035, -6.0974], [-2.6338, 4.2655, -5.9392], [-0.9224, 4.1837, -5.5765], [-0.7108, 2.5572, -7.5227], [-2.3683, 2.9795, -8.0433], [-1.1777, 4.2265, -7.8266], [-2.7635, 1.9098, -3.0240], [-3.2170, 3.4422, -3.6231], [-1.3805, 3.4509, -1.9112], [-0.6538, 4.0803, -3.3165], [-0.3188, 2.4812, -2.8139], [1.0504, 2.6501, 3.7795], [0.6785, 4.1555, 3.6681], [1.7449, 5.1684, 3.7924], [2.0655, 5.8177, 2.4449], [2.6724, 4.7870, 1.5170], [2.7183, 5.0570, 4.8503], [2.2141, 4.7844, 6.3052], [1.5644, 2.3836, 4.7030], [1.6674, 2.3348, 2.9381], [0.1140, 2.1018, 3.6762], [0.1838, 4.3268, 2.7121], [-0.0461, 4.4373, 4.4321], [2.6296, 6.7318, 2.6301], [1.2176, 6.2631, 1.9245], [2.8363, 5.3146, 0.5773], [1.9904, 3.9369, 1.5042], [3.6790, 4.4130, 1.7036], [3.5500, 4.4273, 4.5343], [3.2065, 6.0315, 4.8632], [1.2374, 5.2045, 6.5455], [2.1192, 3.7202, 6.5209], [3.0690, 5.1562, 6.8701], [-8.6279, 3.5933, -0.8208], [-7.5373, 4.7038, -0.5157], [-6.1978, 4.2147, -0.8769], [-5.5670, 3.2297, 0.1102], [-4.4710, 2.3464, -0.4366], [-5.1783, 5.2400, -1.2658], [-4.8402, 6.2094, -0.1072], [-8.6274, 2.7868, -0.0875], [-8.4190, 3.2558, -1.8359], [-9.6752, 3.8891, -0.7594], [-7.7704, 5.6129, -1.0701], [-7.6574, 4.9503, 0.5392], [-5.1659, 3.9278, 0.8449], [-6.2790, 2.6863, 0.7315], [-4.1577, 1.7375, 0.4115], [-4.8521, 1.6693, -1.2010], [-3.5921, 2.7414, -0.9461], [-5.5090, 5.8435, -2.1111], [-4.3235, 4.7727, -1.7547], [-4.1372, 6.9768, -0.4312], [-4.3750, 5.9894, 0.8537], [-5.7336, 6.7664, 0.1748], [-0.7467, -1.5174, 6.3126], [-0.8640, -2.4951, 5.2111], [-1.5388, -3.7825, 5.5205], [-0.2028, -2.2782, 4.0865], [-0.1037, -3.1770, 3.2442], [-1.6894, -1.0932, 6.6582], [-0.1511, -0.6465, 6.0392], [-0.3536, -1.9156, 7.2481], [-2.3597, -3.5750, 6.2069], [-1.7870, -4.3579, 4.6286], [-0.8763, -4.5463, 5.9277], [0.2777, -1.2898, 4.1532], [4.7522, 1.3492, 6.5017], [4.1680, 0.1404, 5.9881], [4.0835, -1.0520, 6.8335], [3.6640, 0.1711, 4.7541], [3.0272, -0.7003, 4.2576], [4.0442, 1.9244, 7.0984], [5.1533, 1.9156, 5.6612], [5.5647, 1.1992, 7.2126], [3.4275, -0.9456, 7.6974], [3.6510, -1.9396, 6.3717], [4.9402, -1.2629, 7.4735], [3.9937, 1.0815, 4.2300], [1.3339, -1.3183, 0.7911], [0.4079, -0.1294, 0.4964], [1.2420, 1.1336, 0.2652], [-0.8414, -0.1153, 0.9284], [-1.5208, 0.8939, 0.9157], [0.8049, -2.1627, 1.2330], [2.0960, -0.9198, 1.4608], [1.8287, -1.7083, -0.0984], [2.1994, 1.0416, 0.7782], [1.3948, 1.2575, -0.8069], [0.6961, 2.0084, 0.6185], [-1.1884, -1.0705, 1.3520]], "forces_ev_per_angstrom": [[0.64, -0.03, -0.14], [-1.55, 0.98, -0.01], [3.18, -1.51, 0.69], [-0.96, 0.32, 0.45], [0.16, -0.25, -0.59], [-0.71, -0.95, -0.41], [-0.13, 1.05, 0.05], [0.27, -0.18, -0.02], [0.05, -0.36, -0.62], [0.48, -0.27, 0.07], [0.01, -0.16, 0.00], [-0.53, 0.79, -0.31], [-0.32, -1.05, 0.30], [-0.38, -0.55, 0.23], [0.06, 0.93, -0.18], [0.33, 0.49, -0.19], [0.21, 0.31, -0.33], [-0.38, -0.61, 1.15], [-0.85, 0.70, -0.66], [0.16, 0.00, 0.07], [0.00, 0.07, -0.12], [0.29, 0.12, 0.59], [0.48, 0.52, -0.35], [-0.77, 0.30, -1.10], [-0.05, -1.41, 1.41], [0.64, 1.67, 1.72], [0.19, -0.67, -0.31], [3.62, -0.03, 1.81], [-2.18, 0.96, -1.76], [-0.34, 0.21, 0.02], [0.02, -0.41, 0.04], [-0.22, -0.07, 0.51], [-0.16, 0.34, -0.19], [0.67, -0.21, 0.03], [0.19, -0.35, -0.81], [-0.27, -0.28, -0.47], [-0.14, -0.26, -0.10], [-0.28, -0.46, 0.25], [-0.42, 0.36, -0.61], [-0.37, 0.09, 0.00], [0.17, -0.05, -0.65], [-0.20, 0.50, 0.07], [-0.48, -0.56, -0.33], [-0.10, -0.12, 0.88], [-1.63, 0.21, -0.15], [2.47, -0.10, 1.83], [-1.01, -1.39, 0.46], [-1.14, -1.01, 0.02], [0.78, 0.63, 0.13], [2.65, 1.17, 0.26], [-0.33, 0.65, 0.28], [0.31, 0.16, 0.47], [0.48, 0.81, -0.12], [0.05, 0.15, -0.94], [-0.51, 0.17, -0.27], [-0.41, -0.46, -0.18], [-0.35, 0.43, 0.23], [0.03, -0.31, 0.22], [-0.03, -0.09, -0.10], [-0.14, -0.14, 0.44], [0.15, -0.04, -0.36], [-0.12, -0.82, -1.12], [-0.16, 0.45, -0.22], [-0.42, -0.01, 0.15], [-0.30, 0.12, -0.47], [-0.37, -0.62, -0.51], [-0.27, 0.76, -0.49], [0.75, 0.25, 0.68], [-1.73, 0.60, -1.83], [0.73, -0.90, 2.39], [0.65, 0.78, -0.53], [-0.17, 1.00, -0.71], [0.75, -0.61, -1.36], [-0.14, 0.07, 0.05], [0.18, 0.02, 0.05], [0.01, -0.23, 0.25], [-0.04, -0.08, 0.02], [-0.34, -0.49, 0.14], [0.78, -0.30, 0.12], [-0.78, -0.55, 0.49], [-0.57, -0.52, -0.63], [0.10, 0.12, -0.70], [-0.01, 0.04, 0.86], [0.22, -0.90, 0.48], [-0.03, 0.29, 0.21], [0.36, 0.56, -0.05], [0.09, -0.13, -0.12], [-0.54, 0.12, 0.70], [0.67, 0.69, -0.01], [-0.58, -1.28, -0.01], [0.64, -0.92, -0.42], [-0.14, 2.78, -0.44], [-0.48, -1.03, -0.23], [-0.72, -0.36, 1.12], [0.34, 1.30, -0.26], [0.68, -0.25, -0.20], [-0.14, -0.40, 0.15], [0.08, 0.79, -0.17], [0.14, -0.07, -0.20], [0.31, 0.24, 0.40], [0.62, -0.23, 0.49], [-0.44, -0.28, -0.78], [0.43, -0.10, -0.19], [-0.42, -0.23, 0.08], [-0.06, 0.79, 0.59], [-0.77, 0.15, 0.20], [0.25, -0.44, 0.72], [-0.03, 0.19, -0.57], [-0.11, -1.33, -0.16], [-0.24, -0.02, -0.13], [-0.49, 0.09, 0.19], [-1.07, 0.01, 2.69], [0.79, 0.15, -0.45], [0.54, -1.86, -0.51], [0.19, 1.49, -0.12], [-0.51, -0.17, -0.52], [0.20, -0.29, -0.28], [0.51, -0.51, -0.28], [-0.06, -0.23, -0.29], [-0.72, 0.91, -0.36], [0.51, 0.49, 0.83], [0.20, -0.05, -1.01], [0.33, 0.31, 0.64], [0.77, -0.88, 1.55], [-0.96, 0.08, 1.33], [1.10, 0.85, 0.17], [-1.46, -1.57, -1.26], [-0.30, 0.30, -0.31], [-0.17, 0.27, 0.21], [0.24, -0.57, -0.27], [-0.96, 0.81, -0.12], [0.63, 0.28, -0.65], [1.01, -0.02, -1.13], [-0.31, 0.18, -0.23], [-1.03, 1.20, -0.27], [4.31, -0.84, -0.08], [-1.72, -1.03, -0.23], [-0.46, 0.73, 0.48], [-0.74, 0.22, 0.11], [-0.20, 0.43, 0.23], [0.01, -0.43, 0.22], [-0.12, 0.35, -0.30], [-0.13, -0.11, -0.01], [0.16, -0.03, 0.03], [-0.09, -0.18, 0.09], [-0.03, -0.13, -0.24]], "lowdin_charge": [-0.06, -0.27, -0.17, -0.27, -0.10, -0.22, -0.07, 0.08, 0.07, 0.03, 0.10, 0.09, 0.10, 0.11, 0.06, 0.06, 0.08, 0.11, 0.09, 0.07, 0.03, 0.07, -0.08, -0.24, -0.17, -0.26, -0.09, -0.29, -0.11, 0.06, 0.08, 0.06, 0.08, 0.11, 0.11, 0.10, 0.07, 0.04, 0.07, 0.11, 0.11, 0.09, 0.08, 0.07, -0.10, -0.19, -0.18, -0.26, -0.11, -0.23, -0.09, 0.05, 0.07, 0.06, 0.09, 0.11, 0.11, 0.10, 0.08, 0.07, 0.07, 0.08, 0.10, 0.05, 0.05, 0.06, -0.07, -0.23, -0.20, -0.21, -0.09, -0.26, -0.07, 0.05, 0.04, 0.07, 0.11, 0.10, 0.10, 0.10, 0.07, 0.04, 0.07, 0.10, 0.10, 0.07, 0.04, 0.07, -0.09, -0.25, -0.18, -0.22, -0.08, -0.22, -0.10, 0.05, 0.07, 0.06, 0.11, 0.10, 0.09, 0.11, 0.07, 0.07, 0.05, 0.11, 0.08, 0.06, 0.06, 0.06, -0.05, -0.16, -0.03, -0.34, -0.01, 0.08, 0.08, 0.08, 0.09, 0.08, 0.09, 0.13, -0.06, -0.17, -0.04, -0.39, 0.04, 0.08, 0.09, 0.09, 0.08, 0.09, 0.08, 0.13, -0.03, -0.12, -0.02, -0.38, -0.01, 0.04, 0.07, 0.07, 0.07, 0.08, 0.06, 0.13], "lumo_energy_ev": 0.41, "orbital_gap_ev": 8.1, "e_homo_ev": -7.7, "relative_energy_ev": 5.9942, "multiplicity": 1}


[2]
{"formula": "C27H36AsCl5FN4O6Si3W", "method": "ωB97M-V with the def2-TZVPD basis set", "elements": ["W", "Cl", "C", "C", "C", "Cl", "C", "Cl", "C", "Cl", "C", "Cl", "O", "N", "N", "O", "C", "C", "C", "C", "C", "C", "H", "H", "H", "H", "H", "F", "C", "C", "N", "C", "C", "O", "O", "C", "O", "N", "C", "O", "H", "H", "H", "H", "C", "Si", "C", "C", "As", "Si", "C", "C", "C", "Si", "C", "C", "C", "H", "H", "H", "H", "H", "H", "H", "H", "H", "H", "H", "H", "H", "H", "H", "H", "H", "H", "H", "H", "H", "H", "H", "H", "H", "H", "H"], "coordinates": [[0.4596, 0.0972, 0.0000], [1.1417, -3.3734, -0.3719], [2.0465, -2.5719, 0.8749], [2.0334, -1.1691, 0.9839], [2.8335, -0.6987, 2.0483], [3.0391, 0.9984, 2.2957], [3.5086, -1.5295, 2.9413], [4.3981, -0.8721, 4.2573], [3.4431, -2.9085, 2.7926], [4.2095, -3.9445, 3.9237], [2.7239, -3.4402, 1.7310], [2.6352, -5.1428, 1.5345], [1.6283, 1.6523, 0.1089], [0.5534, 2.0277, -0.6409], [-0.5401, 2.4447, 0.2642], [-1.2495, 1.1710, 0.2112], [-1.3923, 3.4568, -0.2691], [-1.7660, 3.4744, -1.6079], [-2.6110, 4.4672, -2.0669], [-3.0852, 5.4338, -1.1875], [-2.7083, 5.4109, 0.1463], [-1.8536, 4.4218, 0.6098], [-1.3812, 2.7137, -2.2741], [-2.9023, 4.4958, -3.1087], [-3.7463, 6.2104, -1.5471], [-3.0721, 6.1695, 0.8253], [-1.5296, 4.3876, 1.6414], [0.2239, 1.1012, 7.3930], [0.2408, 0.1200, 6.5010], [-0.7019, 0.0175, 5.5635], [-0.6953, -1.0302, 4.6528], [-1.5657, -1.0169, 3.4878], [-0.7521, -0.6062, 2.2814], [-0.8092, -1.3080, 1.1151], [0.0407, 0.3012, 2.3236], [0.3559, -1.9348, 4.6049], [0.4480, -2.7413, 3.6970], [1.2591, -1.8443, 5.6236], [1.3438, -0.8431, 6.6032], [2.2312, -0.8177, 7.4085], [-1.5149, 0.7248, 5.4889], [-2.3471, -0.2723, 3.6425], [-2.0207, -1.9905, 3.3289], [2.0321, -2.4999, 5.5951], [-2.6122, 0.3527, -3.6047], [-0.8603, 0.4726, -4.2485], [-0.5174, -0.7469, -5.6053], [-0.3497, 2.2248, -4.6430], [0.4467, -0.2777, -2.4019], [2.8271, 0.4360, -2.6982], [2.9503, 2.2844, -2.7842], [3.9681, -0.3079, -1.4382], [3.1265, -0.3262, -4.3814], [-2.1701, -2.4145, 0.6550], [-3.5121, -1.1403, 0.8825], [-2.0735, -3.7817, 1.8900], [-2.0786, -2.8335, -1.1449], [-3.2500, 1.0432, -4.1610], [-2.6784, 0.6247, -2.5503], [-3.0185, -0.6505, -3.7416], [-1.1999, -0.5464, -6.4339], [-0.6941, -1.7704, -5.2743], [0.5016, -0.6740, -5.9866], [-1.2284, 2.7908, -4.9586], [0.3792, 2.2649, -5.4521], [0.0640, 2.7279, -3.7715], [2.7741, 2.7682, -1.8269], [2.2944, 2.7109, -3.5371], [3.9785, 2.5047, -3.0869], [3.9024, 0.1652, -0.4593], [4.9713, -0.1196, -1.8337], [3.8518, -1.3863, -1.3372], [2.5952, 0.2110, -5.1692], [2.8418, -1.3776, -4.4150], [4.1927, -0.2682, -4.6109], [-3.4618, -0.6270, 1.8395], [-4.4921, -1.6251, 0.8320], [-3.4939, -0.3902, 0.0911], [-1.2152, -3.6140, 2.5437], [-1.9578, -4.7549, 1.4135], [-2.9757, -3.8258, 2.5023], [-2.3239, -1.9838, -1.7835], [-2.8989, -3.5584, -1.2241], [-1.1878, -3.3231, -1.5126]], "forces_ev_per_angstrom": [[-0.74, 1.78, -2.60], [-0.15, 0.27, -0.20], [-0.11, 0.04, -0.04], [0.14, -0.11, 0.59], [-0.04, 0.16, -0.27], [0.16, -0.02, 0.26], [0.05, 0.03, 0.06], [0.00, -0.01, 0.02], [0.00, -0.10, -0.05], [-0.02, 0.03, 0.00], [0.06, 0.16, 0.04], [0.03, 0.02, 0.04], [-0.18, -0.62, 0.17], [-0.38, 0.78, 0.07], [0.22, -0.83, 0.06], [0.91, -0.78, 0.52], [0.03, 0.12, -0.30], [0.05, -0.11, 0.04], [-0.02, 0.03, -0.02], [-0.01, 0.01, 0.00], [-0.01, 0.04, 0.01], [0.06, -0.04, 0.03], [-0.07, 0.03, 0.08], [0.00, 0.00, -0.01], [-0.01, 0.01, -0.01], [-0.01, 0.01, 0.01], [-0.01, 0.01, 0.00], [-0.01, 0.03, 0.01], [-0.09, -0.01, -0.09], [0.08, 0.06, 0.20], [0.05, -0.05, -0.22], [0.15, -0.04, 0.28], [0.11, -0.72, 0.15], [-0.13, 0.33, 0.18], [0.06, 0.10, -0.02], [-0.08, 0.06, -0.01], [-0.12, 0.00, -0.10], [0.03, 0.06, -0.01], [-0.04, 0.02, 0.02], [0.01, 0.00, 0.01], [0.01, 0.02, 0.02], [0.05, -0.02, 0.02], [0.01, 0.17, 0.21], [-0.03, -0.01, -0.01], [0.04, 0.06, -0.11], [-0.29, 0.09, 0.16], [0.03, 0.02, 0.00], [-0.03, -0.07, -0.01], [1.11, -0.56, 1.41], [-0.33, -0.38, -0.32], [0.06, -0.03, 0.10], [0.03, 0.08, -0.07], [0.10, 0.07, 0.06], [-0.15, 0.81, -0.18], [-0.49, -0.56, -0.08], [-0.03, -0.21, -0.15], [-0.24, -0.12, 0.23], [-0.04, 0.00, -0.02], [0.00, 0.02, 0.03], [0.03, -0.03, 0.03], [-0.03, 0.03, -0.06], [0.01, -0.02, 0.02], [-0.02, -0.01, 0.03], [-0.04, 0.00, -0.05], [0.07, -0.03, 0.00], [0.07, 0.05, -0.01], [-0.04, 0.02, -0.01], [-0.08, 0.04, -0.04], [0.05, -0.01, 0.00], [-0.02, -0.01, -0.04], [0.06, -0.01, 0.02], [-0.05, -0.01, 0.02], [-0.03, -0.01, 0.01], [-0.03, -0.02, 0.01], [0.06, 0.02, -0.03], [-0.08, 0.05, -0.01], [-0.03, 0.04, 0.04], [0.19, 0.02, 0.02], [0.05, -0.22, -0.08], [0.06, 0.00, -0.05], [-0.05, 0.01, 0.01], [0.01, 0.01, 0.10], [-0.07, 0.00, -0.20], [0.13, -0.03, 0.05]], "lowdin_charge": [1.44, 0.69, -0.68, -0.31, -0.68, 0.77, -0.71, 0.73, -0.72, 0.73, -0.73, 0.71, -0.38, -0.23, -0.13, -0.30, -0.24, -0.03, -0.06, -0.07, -0.07, -0.01, 0.06, 0.11, 0.11, 0.11, 0.12, 0.12, -0.18, 0.06, 0.02, -0.03, -0.48, -0.26, 0.04, -0.44, 0.10, 0.24, -0.38, 0.14, 0.15, 0.15, 0.10, 0.15, -0.22, 0.30, -0.21, -0.20, 0.84, 0.36, -0.19, -0.20, -0.23, 0.54, -0.12, -0.13, -0.17, 0.04, 0.01, 0.03, 0.05, 0.04, 0.02, 0.04, 0.04, 0.01, 0.02, 0.02, 0.05, 0.01, 0.05, 0.04, 0.02, 0.03, 0.04, 0.03, 0.06, 0.04, 0.02, 0.06, 0.06, 0.01, 0.06, -0.01], "lumo_energy_ev": [-4.42, -4.38], "orbital_gap_ev": [6.4, 6.4], "charge": 1, "e_homo_ev": [-10.8, -10.8], "relative_energy_ev": 4.7748, "multiplicity": 1}